[1]
Density functional theory data (ωB97M-V/def2-TZVPD) for a structure of composition C17H42BLaO4P2 at a distorted geometry.

HOMO = -11.8 eV
E_tot = -46591.716 eV
LUMO level = -7.20 eV
Net charge = +2
Kohn-Sham gap = 0.17084 hartree

Each line ends with the Mulliken charge.
Cartesian coordinates (Å):
1 C 3.3823 1.7961 -2.2570  -1.48
2 C 2.1371 1.2109 -2.9347  0.55
3 C 2.1984 -0.2947 -3.2236  -1.28
4 C 0.9642 -1.0930 -2.8516  -0.24
5 O 1.0210 -1.5815 -1.4919  -0.49
6 P 0.2811 -1.0595 -0.0944  0.35
7 C 1.7741 -0.2032 0.6301  -1.00
8 C 1.9400 -0.1960 2.1457  -0.88
9 C 2.0562 1.2274 2.7168  1.18
10 C 1.5445 1.2758 4.1660  -1.44
11 C 3.5053 1.7168 2.6253  -1.67
12 O -0.4470 0.2141 -0.8786  -0.07
13 C -1.2751 1.1268 -0.1889  -0.14
14 C -1.6348 2.2177 -1.2007  -1.00
15 O -2.9636 2.7066 -1.1271  -0.45
16 C -3.2153 3.7606 -0.2489  -0.46
17 C -3.9725 3.3397 1.0266  -1.15
18 B -1.4604 -2.2958 -0.4697  0.06
19 O -1.9568 -3.1711 0.4048  -0.37
20 C -2.1046 -2.0020 -1.8465  0.31
21 C -3.6061 -2.3155 -1.8120  -1.44
22 P 0.9998 -3.1387 0.7684  0.34
23 C 0.1238 -3.5537 2.2721  -1.08
24 C 0.7976 -4.5549 -0.3167  -0.99
25 H 3.1286 2.5369 -1.4994  0.31
26 H 3.9672 1.0203 -1.7617  0.35
27 H 4.0446 2.2746 -2.9748  0.38
28 H 1.2520 1.4546 -2.3476  -0.53
29 H 2.0300 1.7269 -3.8884  0.59
30 H 3.0406 -0.7596 -2.7070  0.37
31 H 2.3768 -0.4669 -4.2853  0.51
32 H 0.0425 -0.5577 -3.0603  0.13
33 H 0.9353 -1.9884 -3.4722  0.48
34 H -0.4932 -0.7431 1.1428  0.51
35 H 2.6026 -0.6733 0.1026  0.62
36 H 1.6651 0.8152 0.2479  0.36
37 H 1.1065 -0.7002 2.6410  0.15
38 H 2.8610 -0.7187 2.4017  0.25
39 H 1.4188 1.9027 2.1373  0.04
40 H 2.2355 1.8064 4.8183  0.41
41 H 0.5813 1.7789 4.2403  0.29
42 H 1.4248 0.2748 4.5805  0.34
43 H 4.0441 1.4973 3.5459  0.43
44 H 4.0395 1.2652 1.7888  0.36
45 H 3.5476 2.7956 2.4827  0.40
46 H -0.7425 1.5462 0.6721  0.16
47 H -2.2025 0.6600 0.1702  0.30
48 H -1.5262 1.7770 -2.1897  0.22
49 H -0.9331 3.0536 -1.1357  0.51
50 H -2.2881 4.2636 0.0391  0.33
51 H -3.8066 4.4962 -0.7883  0.44
52 H -3.6155 3.9398 1.8958  0.43
53 H -3.8359 2.2909 1.2689  0.42
54 H -5.0439 3.5144 0.8602  0.32
55 H -2.2443 -2.8334 1.2655  0.37
56 H -1.6072 -2.6936 -2.5380  0.23
57 H -1.9303 -0.9901 -2.1922  0.08
58 H -4.0617 -1.9760 -2.7388  0.40
59 H -4.1063 -1.7986 -0.9945  0.32
60 H -3.7853 -3.3784 -1.6833  0.38
61 H -0.6725 -4.2710 2.0874  0.37
62 H 0.8466 -4.0226 2.9464  0.46
63 H -0.2775 -2.6489 2.7330  0.34
64 H 1.5697 -5.2851 -0.0649  0.47
65 H 0.9116 -4.2322 -1.3481  0.25
66 H -0.1690 -5.0305 -0.1593  0.39
67 La -6.4199 3.9443 1.9476  0.91



[2]
Density functional theory data (ωB97M-V/def2-TZVPD) for the molecule C8H9N3OS at a distorted geometry.

HOMO = -7.8 eV
E_tot = -25791.116 eV
Energy above the lowest of the compared OMol25 structures with the same formula, charge and spin = 91.1 kcal per mole
LUMO level = -0.62 eV
Kohn-Sham gap = 0.26433 hartree

Each line ends with the natural charge from an NBO analysis.
Cartesian coordinates (Å):
1 C -3.1575 2.5193 0.2944  -0.25
2 C -3.1409 1.1721 0.1316  -0.19
3 C -2.1124 3.3253 -0.1384  -0.19
4 C -2.0208 0.4933 -0.4402  -0.27
5 C -1.0627 2.6881 -0.7343  -0.26
6 C -0.9681 1.3085 -0.8948  0.32
7 C 2.4302 -2.2191 0.4213  0.39
8 C 3.1091 -3.3401 1.1535  -0.68
9 N 1.3391 -1.6992 1.0041  -0.27
10 N 2.5634 -1.8036 -0.8487  -0.73
11 N 0.7042 -0.8767 0.2584  -0.38
12 O 0.1681 0.8934 -1.4691  -0.75
13 S 1.2766 -0.5228 -1.1751  1.07
14 H -4.0768 2.7378 0.7687  0.20
15 H -4.0048 0.7645 0.4635  0.20
16 H -2.1906 4.3105 -0.0153  0.20
17 H -1.9321 -0.4903 -0.5682  0.20
18 H -0.3393 3.3847 -1.0226  0.21
19 H 3.8754 -2.7648 1.7762  0.25
20 H 3.6161 -4.0696 0.3642  0.24
21 H 2.4506 -3.8672 1.9163  0.27
22 H 3.4731 -1.9443 -1.2455  0.41



[3]
Density functional theory data (ωB97M-V/def2-TZVPD) for a cluster of 3 separate species, C23H56N8O3P3S in total at a distorted geometry.

HOMO = -10.3 eV
E_tot = -81514.356 eV
LUMO level = -4.20 eV
Net charge = +1
Kohn-Sham gap = 0.22295 hartree

Each line ends with the Mulliken charge.
Cartesian coordinates (Å):
1 C 1.9620 1.5083 -3.3518  -1.55
2 C 1.1899 0.1777 -3.4492  0.82
3 C -0.1481 0.4109 -2.7300  -1.51
4 C 2.0640 -0.8839 -2.7280  1.38
5 C 3.2032 -1.3661 -3.6441  -1.63
6 C 1.1993 -2.0226 -2.1923  -0.77
7 O 1.9236 -3.2518 -1.8738  -0.28
8 S 2.4572 -3.4394 -0.3895  0.00
9 P 0.7265 -3.2780 0.9926  0.51
10 N -0.2211 -4.4799 0.8021  -0.73
11 C 3.6368 -2.1557 -0.0769  0.65
12 C 3.4276 -1.0422 0.7487  0.13
13 C 4.5084 -0.1760 0.8263  -0.58
14 C 5.6645 -0.4615 0.1064  -0.49
15 N 5.8958 -1.5256 -0.6601  -0.54
16 C 4.8563 -2.3432 -0.7176  -0.60
17 H 2.9229 1.4460 -3.8614  0.36
18 H 1.3626 2.3488 -3.6964  0.45
19 H 2.1799 1.7038 -2.2974  0.34
20 H 1.0409 -0.0765 -4.5004  0.31
21 H -0.7123 1.1989 -3.2211  0.50
22 H 0.0956 0.7840 -1.7268  0.20
23 H -0.7661 -0.4775 -2.6197  0.24
24 H 2.5473 -0.3352 -1.9149  -0.41
25 H 2.8778 -1.4993 -4.6745  0.43
26 H 3.6941 -2.2628 -3.2705  0.32
27 H 3.9756 -0.5959 -3.6325  0.37
28 H 0.4990 -2.3000 -2.9810  0.36
29 H 0.5888 -1.6576 -1.3682  0.18
30 H 1.2596 -3.1708 2.2879  0.11
31 H 0.0409 -2.0702 0.7480  0.10
32 H -1.1434 -4.1786 0.5049  0.30
33 H 2.5102 -0.8595 1.2922  0.49
34 H 4.4721 0.7167 1.4338  0.60
35 H 6.4766 0.2559 0.1634  0.40
36 H 4.9837 -3.2388 -1.3210  0.55
37 O 4.3187 -0.1276 7.3172  -0.83
38 P 3.1406 0.2786 6.4995  0.77
39 N 3.9092 1.1648 5.2381  0.04
40 C 3.3296 2.2732 4.5068  -0.72
41 C 4.9480 0.4642 4.4965  -1.00
42 N 2.3407 1.2875 7.6166  0.24
43 C 1.8115 2.6024 7.3054  -1.18
44 C 2.8110 1.2507 8.9997  -0.98
45 N 1.6574 0.0590 5.6145  0.10
46 C 0.5823 -0.5984 6.4026  -1.11
47 C 1.8204 -0.7439 4.3927  -0.89
48 H 2.4610 2.0048 3.8850  0.23
49 H 4.0776 2.7053 3.8392  0.38
50 H 3.0369 3.0869 5.1640  0.20
51 H 4.5683 -0.2702 3.7672  0.22
52 H 5.6085 -0.0696 5.1800  0.32
53 H 5.5770 1.1761 3.9583  0.39
54 H 2.5965 3.3686 7.2992  0.32
55 H 1.0736 2.8954 8.0567  0.40
56 H 1.2832 2.6135 6.3529  0.35
57 H 3.7264 1.8359 9.1385  0.31
58 H 3.0038 0.2320 9.3214  0.34
59 H 2.0401 1.6544 9.6592  0.32
60 H 0.8711 -1.5990 6.7382  0.37
61 H -0.3175 -0.6821 5.7914  0.37
62 H 0.3191 -0.0099 7.2744  0.33
63 H 2.2982 -1.7102 4.5933  0.40
64 H 2.4142 -0.2158 3.6458  -0.22
65 H 0.8493 -0.9283 3.9268  0.53
66 O -3.3127 0.5404 -3.3614  -0.74
67 P -4.5948 0.5683 -4.1334  0.65
68 N -5.5190 1.6721 -3.2039  0.08
69 C -6.9594 1.6673 -3.0329  -0.78
70 C -4.9269 2.9953 -3.0246  -0.99
71 N -5.1175 -1.0449 -3.8647  0.27
72 C -6.4650 -1.4201 -3.4820  -1.16
73 C -4.1585 -1.9632 -3.2700  -0.99
74 N -5.5421 0.6692 -5.5746  -0.02
75 C -5.1337 -0.3013 -6.6244  -1.07
76 C -5.4932 2.0046 -6.2210  -1.02
77 H -7.5242 1.8654 -3.9541  0.31
78 H -7.2452 2.4357 -2.3141  0.37
79 H -7.3166 0.7347 -2.6065  0.20
80 H -5.0273 3.6344 -3.9119  0.29
81 H -3.8638 2.9092 -2.7982  0.20
82 H -5.3888 3.5131 -2.1839  0.42
83 H -6.6440 -1.2719 -2.4095  0.32
84 H -6.6344 -2.4786 -3.6997  0.36
85 H -7.2145 -0.8773 -4.0548  0.37
86 H -4.0692 -1.8217 -2.1838  0.29
87 H -3.1736 -1.8424 -3.7142  0.25
88 H -4.4695 -2.9938 -3.4574  0.33
89 H -4.0984 -0.1502 -6.9434  0.34
90 H -5.7838 -0.1897 -7.4917  0.41
91 H -5.2390 -1.3245 -6.2787  0.30
92 H -4.4704 2.3438 -6.4039  0.36
93 H -6.0037 2.7525 -5.6167  0.25
94 H -6.0192 1.9730 -7.1732  0.39



[4]
Density functional theory data (ωB97M-V/def2-TZVPD) for a cluster of 2 separate species, C4H14NOS2 in total at a distorted geometry.

HOMO = -12.3 eV
E_tot = -29576.953 eV
Energy above the lowest of the compared OMol25 structures with the same formula, charge and spin = 9.7 kcal per mole
LUMO level = -3.14 eV
Net charge = +1
Kohn-Sham gap = 0.33640 hartree

Each line ends with the natural charge from an NBO analysis.
Cartesian coordinates (Å):
1 N -1.4088 0.7497 0.6112  -0.68
2 C -1.5391 -0.6944 0.2694  -0.07
3 C -2.5177 -0.8717 -0.8836  -0.66
4 C -0.1926 -1.3081 -0.1142  -0.56
5 S 0.9775 -1.3167 1.2992  0.10
6 S 2.2425 0.1934 1.0628  0.11
7 C 3.7719 -0.4807 0.3390  -0.77
8 H -2.2896 1.2511 0.6592  0.44
9 H -0.8991 0.8685 1.4875  0.45
10 H -0.8483 1.2158 -0.1164  0.46
11 H -1.8907 -1.2110 1.1638  0.23
12 H -2.7378 -1.9135 -1.1391  0.26
13 H -2.0754 -0.3989 -1.7610  0.22
14 H -3.5682 -0.6444 -0.6536  0.25
15 H -0.2977 -2.3544 -0.3856  0.26
16 H 0.1558 -0.7275 -0.9778  0.23
17 H 4.5201 0.3085 0.4125  0.25
18 H 3.7073 -0.8433 -0.6905  0.23
19 H 4.2694 -1.3364 0.8079  0.24
20 H 0.3997 3.7995 -0.0458  0.51
21 H 0.0325 2.8604 -1.1461  0.48
22 O 0.1884 2.8541 -0.1989  -0.97



[5]
Density functional theory data (ωB97M-V/def2-TZVPD) for a cluster of 6 separate species, CH14O5S in total at a distorted geometry.

HOMO = -9.3 eV
Structure (SMILES) = CS.O.O.O.O.O
E_tot = -22335.692 eV
Energy above the lowest of the compared OMol25 structures with the same formula, charge and spin = 38.7 kcal per mole
LUMO level = 0.33 eV
Kohn-Sham gap = 0.35439 hartree

Each line ends with the natural charge from an NBO analysis.
Cartesian coordinates (Å):
1 C 2.9610 1.3727 -1.0350  -0.71
2 S 2.3940 1.3414 0.7340  -0.11
3 H 3.4351 2.4152 -1.3473  0.21
4 H 2.0878 1.5455 -1.6171  0.23
5 H 3.5437 0.5796 -1.3857  0.23
6 H 3.3918 0.5873 1.4983  0.16
7 O -4.7453 -5.3332 -0.3830  -0.94
8 H -4.2730 -4.7327 -0.8870  0.47
9 H -5.1186 -4.8719 0.3713  0.47
10 O -2.1582 0.3741 -4.0130  -0.94
11 H -1.4574 -0.2803 -4.1675  0.47
12 H -1.6197 1.2108 -3.8678  0.47
13 O 3.0808 3.1850 3.7402  -0.96
14 H 3.8192 3.7603 3.6109  0.47
15 H 2.7375 2.8706 2.9079  0.48
16 O -2.1618 -0.4151 1.8081  -0.95
17 H -2.4795 0.4791 1.9656  0.48
18 H -2.2687 -0.8745 2.6772  0.48
19 O -0.2860 -1.0536 -0.5624  -0.96
20 H -1.1082 -0.7078 -0.2000  0.49
21 H 0.2256 -1.4527 0.1523  0.47



[6]
Density functional theory data (ωB97M-V/def2-TZVPD) for a cluster of 2 separate species, C10H9N2O2 in total at a distorted geometry.

HOMO (spin up / spin down) = -11.8 / -11.6 eV
E_tot = -17581.256 eV
Energy above the lowest of the compared OMol25 structures with the same formula, charge and spin = 20.9 kcal per mole
LUMO level (spin up / spin down) = -3.82 / -5.33 eV
Net charge = +1
Kohn-Sham gap (spin up / spin down) = 0.29371 / 0.23124 hartree

Each line ends with the natural charge from an NBO analysis.
Cartesian coordinates (Å):
1 C 1.1968 -1.1912 0.6848  -0.15
2 C 0.5217 -0.9824 1.8575  -0.33
3 C 0.5417 1.1770 -2.2212  -0.29
4 C -0.1636 2.0674 -1.4357  0.07
5 C 0.8304 -0.2168 -0.2604  -0.19
6 C -0.0620 0.7245 0.4961  0.22
7 C 1.0499 -0.0242 -1.6209  0.30
8 C -0.3144 0.1028 1.7680  0.22
9 C -1.9015 -1.3796 -2.2249  0.51
10 C -1.8467 -0.1134 3.4745  0.06
11 N -0.5590 1.8085 -0.1412  -0.47
12 N 1.7683 -0.8731 -2.3669  -0.74
13 O -1.4876 0.4143 2.3152  -0.34
14 O -1.9637 -1.9883 -1.2607  -0.50
15 H 1.9179 -2.0535 0.7683  0.25
16 H 0.8204 -1.6789 2.6369  0.25
17 H 0.7773 1.4137 -3.1929  0.24
18 H -0.4381 3.0599 -1.8870  0.25
19 H -1.2061 -0.9087 3.8344  0.19
20 H -2.9031 0.1054 3.6364  0.21
21 H -1.1063 2.4434 0.3482  0.43
22 H 1.9523 -0.5749 -3.2917  0.40
23 H 2.5754 -1.3320 -1.9169  0.41



- Which of these has the lowest E_tot?
  C23H56N8O3P3S



- Which of these has the highest E_tot?
  C10H9N2O2



- What is the E_tot in the third record?
  -81514.356 eV